[1]
The following is a DFT calculation (ωB97M-V/def2-TZVPD) of 10 unconnected molecules or ions with the total composition C58H90F12N9O15S4 at a distorted geometry.

Gap between HOMO and LUMO (spin up / spin down), eV: 5.197 / 3.168
⟨S²⟩: 0.766
2S+1: 2
Charge: +6
HOMO energy (spin up / spin down), eV: -18.21 / -18.21

Cartesian coordinates (Å):
1 C -15.81 -2.71 -9.87
2 C -16.56 -1.41 -10.18
3 N -17.30 -0.68 -8.99
4 C -18.42 -1.54 -8.53
5 C -16.34 -0.45 -7.81
6 C -17.07 0.05 -6.48
7 C -17.91 0.69 -9.51
8 C -18.85 0.53 -10.76
9 O -18.15 0.13 -11.99
10 C -17.38 1.11 -12.74
11 H -16.43 -3.51 -9.45
12 H -14.93 -2.44 -9.28
13 H -15.55 -3.11 -10.85
14 H -17.31 -1.61 -10.94
15 H -15.88 -0.70 -10.63
16 H -19.15 -1.01 -7.91
17 H -17.92 -2.25 -7.87
18 H -19.00 -1.94 -9.36
19 H -15.53 0.18 -8.18
20 H -15.88 -1.41 -7.59
21 H -16.33 0.36 -5.74
22 H -17.84 -0.60 -6.06
23 H -17.46 1.03 -6.77
24 H -17.03 1.30 -9.66
25 H -18.53 1.09 -8.70
26 H -19.42 1.44 -10.90
27 H -19.60 -0.26 -10.70
28 H -16.97 0.70 -13.66
29 H -16.55 1.35 -12.08
30 H -18.01 1.97 -12.98
31 C -13.51 -0.81 -3.07
32 N -14.31 -1.43 -1.84
33 C -14.84 -2.78 -2.34
34 C -13.33 -1.72 -0.69
35 C -15.40 -0.40 -1.38
36 C -16.39 -1.00 -0.31
37 O -15.76 -1.11 0.96
38 H -14.17 -0.71 -3.94
39 H -12.58 -1.35 -3.22
40 H -13.26 0.23 -2.90
41 H -13.93 -3.32 -2.61
42 H -15.56 -2.72 -3.15
43 H -15.30 -3.18 -1.44
44 H -12.55 -2.40 -1.04
45 H -13.89 -2.04 0.19
46 H -12.98 -0.70 -0.53
47 H -15.94 -0.04 -2.26
48 H -14.95 0.47 -0.90
49 H -16.69 -2.02 -0.55
50 H -17.31 -0.42 -0.23
51 H -16.19 -0.45 1.51
52 C -20.30 2.69 -3.38
53 N -18.87 2.72 -2.87
54 C -18.06 2.41 -4.15
55 C -18.66 4.09 -2.22
56 C -18.65 1.60 -1.71
57 C -19.19 0.17 -1.93
58 O -18.37 -0.50 -2.78
59 H -20.52 1.68 -3.72
60 H -20.31 3.31 -4.27
61 H -20.98 3.09 -2.63
62 H -16.98 2.44 -3.99
63 H -18.30 3.21 -4.85
64 H -18.38 1.47 -4.60
65 H -18.48 4.77 -3.05
66 H -17.79 4.14 -1.57
67 H -19.49 4.33 -1.55
68 H -19.24 2.00 -0.88
69 H -17.68 1.63 -1.20
70 H -20.27 0.11 -2.07
71 H -19.13 -0.42 -1.02
72 H -18.68 -1.41 -2.72
73 C -24.42 5.78 0.12
74 N -22.99 5.90 0.49
75 C -22.25 4.84 0.83
76 C -20.87 5.00 0.99
77 C -20.25 6.26 0.79
78 C -21.09 7.32 0.46
79 C -22.46 7.17 0.30
80 C -18.82 6.35 0.68
81 C -17.90 5.79 1.63
82 C -16.50 5.95 1.49
83 N -15.99 6.54 0.36
84 C -16.80 7.09 -0.60
85 C -18.19 6.99 -0.45
86 C -14.50 6.66 0.16
87 H -24.94 6.74 0.11
88 H -24.83 4.96 0.72
89 H -24.39 5.35 -0.88
90 H -22.73 3.89 1.00
91 H -20.26 4.15 1.26
92 H -20.58 8.25 0.25
93 H -23.13 7.94 -0.06
94 H -18.16 5.23 2.51
95 H -15.77 5.68 2.24
96 H -16.35 7.52 -1.48
97 H -18.84 7.40 -1.22
98 H -14.14 7.48 0.78
99 H -14.24 6.81 -0.89
100 H -14.08 5.69 0.45
101 C -21.22 -2.07 -5.04
102 N -20.52 -3.28 -5.51
103 C -21.29 -4.33 -5.98
104 C -20.66 -5.40 -6.58
105 C -19.25 -5.44 -6.69
106 C -18.55 -4.33 -6.32
107 C -19.14 -3.25 -5.68
108 C -18.64 -6.61 -7.36
109 C -17.68 -6.44 -8.44
110 C -17.23 -7.55 -9.10
111 N -17.70 -8.84 -8.86
112 C -18.57 -9.03 -7.84
113 C -19.12 -7.93 -7.14
114 C -17.12 -9.97 -9.60
115 H -20.46 -1.32 -4.83
116 H -21.84 -2.37 -4.19
117 H -21.88 -1.84 -5.87
118 H -22.35 -4.24 -5.76
119 H -21.25 -6.29 -6.76
120 H -17.48 -4.35 -6.46
121 H -18.62 -2.41 -5.26
122 H -17.27 -5.50 -8.78
123 H -16.57 -7.36 -9.94
124 H -18.76 -10.07 -7.60
125 H -19.71 -8.17 -6.27
126 H -16.08 -10.05 -9.28
127 H -17.32 -9.74 -10.65
128 H -17.68 -10.86 -9.32
129 C -17.04 15.62 -10.33
130 N -17.16 14.52 -9.37
131 C -18.39 14.17 -8.89
132 C -18.52 13.04 -8.09
133 C -17.45 12.19 -7.91
134 C -16.18 12.62 -8.36
135 C -16.07 13.81 -9.09
136 C -17.67 10.88 -7.21
137 C -17.05 9.70 -7.69
138 C -17.21 8.45 -7.14
139 N -18.14 8.27 -6.16
140 C -18.80 9.32 -5.70
141 C -18.53 10.62 -6.15
142 C -18.56 6.94 -5.71
143 H -16.11 16.14 -10.11
144 H -17.92 16.26 -10.23
145 H -17.14 15.22 -11.33
146 H -19.12 14.95 -9.05
147 H -19.48 12.86 -7.64
148 H -15.36 11.91 -8.36
149 H -15.17 14.24 -9.51
150 H -16.36 9.76 -8.52
151 H -16.69 7.57 -7.51
152 H -19.46 9.07 -4.88
153 H -19.12 11.45 -5.79
154 H -17.71 6.26 -5.74
155 H -19.29 6.53 -6.41
156 H -18.81 6.98 -4.65
157 C -19.01 2.38 3.46
158 F -19.23 3.68 3.64
159 F -18.80 1.86 4.68
160 F -20.07 1.75 2.87
161 S -17.35 2.12 2.35
162 O -16.40 3.04 3.02
163 O -16.97 0.72 2.45
164 O -17.78 2.56 1.01
165 C -21.48 2.97 -7.94
166 F -21.76 3.91 -7.03
167 F -22.46 3.11 -8.88
168 F -20.26 3.23 -8.37
169 S -21.47 1.19 -7.09
170 O -20.17 0.98 -6.40
171 O -22.56 1.13 -6.13
172 O -21.64 0.25 -8.21
173 C -23.28 0.07 -1.81
174 F -22.90 0.46 -3.03
175 F -24.56 -0.31 -1.90
176 F -22.58 -1.04 -1.56
177 S -23.03 1.45 -0.39
178 O -24.07 2.42 -0.61
179 O -23.05 0.65 0.84
180 O -21.74 2.06 -0.66
181 C -19.54 -3.86 -0.13
182 F -20.85 -3.73 0.12
183 F -18.88 -2.74 0.26
184 F -19.08 -4.92 0.44
185 S -19.21 -4.04 -2.03
186 O -19.51 -2.74 -2.66
187 O -17.80 -4.32 -2.12
188 O -20.07 -5.15 -2.51

=====

[2]
The following is a DFT calculation (ωB97M-V/def2-TZVPD) of 13 unconnected molecules or ions with the total composition C58H95N13 at a distorted geometry.

Gap between HOMO and LUMO, eV: 8.145
HOMO energy, eV: -7.83

Cartesian coordinates (Å):
1 N -3.69 -22.13 -13.21
2 C -4.47 -23.20 -12.88
3 C -4.49 -24.06 -13.99
4 C -3.88 -23.36 -15.01
5 C -3.34 -22.16 -14.54
6 H -3.60 -21.36 -12.55
7 H -4.87 -23.27 -11.88
8 H -5.05 -24.97 -14.12
9 H -3.79 -23.71 -16.02
10 H -2.80 -21.37 -15.05
11 N -0.66 -18.30 -18.87
12 C 0.17 -18.52 -17.81
13 C 0.13 -19.86 -17.49
14 C -0.86 -20.38 -18.32
15 C -1.36 -19.45 -19.20
16 H -0.79 -17.42 -19.36
17 H 0.72 -17.71 -17.35
18 H 0.73 -20.34 -16.73
19 H -1.24 -21.39 -18.27
20 H -2.09 -19.47 -20.00
21 N 2.77 -21.51 -5.78
22 C 3.29 -22.70 -6.15
23 C 2.27 -23.55 -6.49
24 C 1.10 -22.80 -6.57
25 C 1.46 -21.49 -6.12
26 H 3.36 -20.74 -5.48
27 H 4.33 -22.93 -5.99
28 H 2.29 -24.60 -6.74
29 H 0.11 -23.12 -6.85
30 H 0.83 -20.61 -6.04
31 N 8.95 -23.33 -13.09
32 C 10.19 -23.75 -13.60
33 C 10.47 -23.00 -14.72
34 C 9.36 -22.16 -14.94
35 C 8.42 -22.40 -13.95
36 H 8.55 -23.76 -12.27
37 H 10.77 -24.50 -13.08
38 H 11.39 -23.05 -15.28
39 H 9.26 -21.42 -15.72
40 H 7.47 -21.92 -13.73
41 N 5.90 -17.45 -4.91
42 C 5.78 -17.50 -6.26
43 C 4.47 -17.20 -6.52
44 C 3.81 -17.02 -5.30
45 C 4.74 -17.18 -4.27
46 H 6.75 -17.65 -4.41
47 H 6.66 -17.77 -6.82
48 H 3.96 -17.21 -7.47
49 H 2.79 -16.73 -5.08
50 H 4.78 -17.04 -3.20
51 N 2.71 -20.40 -10.44
52 C 1.86 -20.14 -11.50
53 C 2.52 -19.33 -12.40
54 C 3.83 -19.23 -11.88
55 C 3.89 -19.85 -10.67
56 H 2.39 -20.84 -9.58
57 H 0.85 -20.50 -11.53
58 H 2.11 -18.87 -13.29
59 H 4.64 -18.67 -12.33
60 H 4.62 -19.82 -9.88
61 N 5.41 -26.01 -11.75
62 C 5.57 -25.20 -10.64
63 C 6.61 -25.60 -9.93
64 C 7.15 -26.74 -10.58
65 C 6.35 -27.02 -11.69
66 H 4.83 -25.82 -12.56
67 H 4.91 -24.38 -10.41
68 H 6.95 -25.16 -9.00
69 H 8.09 -27.22 -10.36
70 H 6.52 -27.78 -12.44
71 N 3.17 -25.43 -15.87
72 C 3.95 -24.42 -15.39
73 C 3.06 -23.60 -14.70
74 C 1.75 -24.09 -14.81
75 C 1.83 -25.30 -15.47
76 H 3.50 -26.30 -16.25
77 H 5.02 -24.46 -15.41
78 H 3.43 -22.71 -14.21
79 H 0.86 -23.59 -14.44
80 H 1.18 -26.11 -15.76
81 N -3.96 -18.52 -9.48
82 C -3.17 -19.60 -9.40
83 C -3.94 -20.60 -8.84
84 C -5.24 -20.07 -8.50
85 C -5.25 -18.80 -9.08
86 H -3.72 -17.59 -9.80
87 H -2.14 -19.54 -9.73
88 H -3.73 -21.64 -8.62
89 H -6.12 -20.48 -8.03
90 H -6.05 -18.08 -9.10
91 N 2.73 -11.37 -13.86
92 C 3.48 -12.22 -13.16
93 C 3.33 -13.55 -13.60
94 C 2.50 -13.45 -14.68
95 C 2.23 -12.08 -14.91
96 H 2.68 -10.37 -13.74
97 H 3.99 -11.79 -12.31
98 H 3.77 -14.43 -13.15
99 H 2.18 -14.32 -15.25
100 H 1.66 -11.64 -15.71
101 C 14.04 -15.76 -11.82
102 C 12.94 -14.93 -12.41
103 N 11.68 -15.74 -12.57
104 C 11.71 -16.59 -13.76
105 C 11.80 -15.82 -15.19
106 C 10.51 -14.84 -12.45
107 C 9.13 -15.57 -12.48
108 H 13.72 -15.98 -10.80
109 H 14.98 -15.23 -11.78
110 H 14.26 -16.74 -12.26
111 H 12.80 -14.05 -11.77
112 H 13.16 -14.45 -13.36
113 H 12.55 -17.28 -13.78
114 H 10.88 -17.29 -13.76
115 H 12.76 -15.32 -15.27
116 H 11.67 -16.39 -16.11
117 H 11.01 -15.07 -15.28
118 H 10.50 -14.05 -13.20
119 H 10.64 -14.33 -11.50
120 H 8.35 -14.84 -12.28
121 H 9.07 -16.42 -11.80
122 H 9.01 -16.01 -13.47
123 C -2.83 -16.39 -13.02
124 C -1.98 -15.17 -12.58
125 N -2.46 -14.80 -11.23
126 C -1.33 -14.34 -10.38
127 C -0.33 -15.48 -10.01
128 C -3.55 -13.85 -11.28
129 C -4.23 -13.81 -9.94
130 H -2.61 -16.66 -14.05
131 H -3.90 -16.21 -13.01
132 H -2.57 -17.21 -12.35
133 H -0.95 -15.51 -12.69
134 H -2.13 -14.38 -13.32
135 H -1.61 -13.78 -9.49
136 H -0.72 -13.60 -10.91
137 H 0.01 -15.97 -10.92
138 H -0.91 -16.16 -9.39
139 H 0.54 -15.19 -9.42
140 H -3.19 -12.83 -11.39
141 H -4.27 -14.04 -12.09
142 H -3.50 -13.34 -9.27
143 H -5.15 -13.22 -10.00
144 H -4.47 -14.83 -9.63
145 C 6.07 -17.91 -17.19
146 C 5.64 -17.77 -18.62
147 N 5.84 -16.44 -19.22
148 C 4.83 -15.51 -18.65
149 C 4.47 -14.52 -19.76
150 C 7.17 -15.79 -19.14
151 C 8.32 -16.64 -19.71
152 H 5.97 -18.96 -16.90
153 H 5.44 -17.27 -16.56
154 H 7.11 -17.61 -17.04
155 H 6.17 -18.51 -19.22
156 H 4.57 -17.95 -18.76
157 H 3.90 -16.05 -18.47
158 H 5.14 -15.02 -17.72
159 H 3.80 -13.75 -19.37
160 H 5.35 -14.12 -20.25
161 H 3.91 -15.15 -20.45
162 H 7.44 -15.46 -18.14
163 H 7.13 -14.93 -19.82
164 H 9.26 -16.10 -19.80
165 H 8.19 -16.76 -20.78
166 H 8.46 -17.60 -19.20

=====

Number 1: DFT total energy -6674.143274 hartree. Number 2: DFT total energy -2978.580295 hartree.